The following is a DFT calculation (the ωB97M-V functional and the def2-TZVPD basis) of C8H13N as an isolated structure.

Each line ends with the natural charge from an NBO analysis.
Positions of all 22 atoms, in Å:
C  1.672  -0.932  0.574  -0.43
C  0.786  0.134  1.310  -0.43
C  -1.769  0.392  1.111  -0.64
C  1.089  -0.935  -0.827  -0.05
C  -0.429  0.441  0.402  0.17
C  -1.232  -1.391  -1.254  0.05
C  1.467  -0.138  -1.863  -0.48
C  -0.209  1.595  -0.522  -0.72
N  -0.305  -0.842  -0.581  -0.25
H  2.725  -0.659  0.565  0.22
H  1.579  -1.906  1.064  0.20
H  1.353  1.050  1.472  0.22
H  0.454  -0.237  2.281  0.21
H  -2.593  0.607  0.428  0.21
H  -1.941  -0.578  1.584  0.21
H  -1.782  1.155  1.889  0.24
H  -2.266  -1.124  -1.077  0.19
H  -0.969  -2.053  -2.068  0.22
H  2.553  0.016  -1.903  0.16
H  0.579  1.043  -1.525  0.28
H  0.361  2.402  -0.071  0.22
H  -1.122  1.961  -0.989  0.20

HOMO-LUMO gap	0.2614	hartree

=====

The following is a DFT calculation (the ωB97M-V functional and the def2-TZVPD basis) of an isolated ion of composition C8H13N2 and charge +1.

Each line ends with the natural charge from an NBO analysis.
Positions of all 23 atoms, in Å:
C  1.283  -1.413  1.048  -0.33
C  0.244  -0.570  1.323  0.10
C  -0.252  -0.137  0.065  0.06
C  1.406  -1.563  -0.342  0.34
C  -1.500  1.779  -1.369  -0.33
C  -1.349  1.040  -0.103  0.15
C  -0.095  -0.192  2.721  -0.66
C  2.483  -2.416  -1.003  -0.67
N  0.457  -0.758  -0.912  -0.52
N  -2.225  2.943  -1.176  -0.84
H  1.736  -2.120  1.680  0.24
H  -0.404  1.710  -1.674  0.20
H  -2.086  1.194  -2.067  0.26
H  -1.948  1.225  0.793  0.24
H  0.388  -1.069  3.247  0.25
H  0.515  0.600  3.120  0.26
H  -1.132  0.054  2.970  0.25
H  3.076  -2.053  -1.807  0.27
H  2.991  -2.811  -0.162  0.25
H  1.958  -3.274  -1.677  0.26
H  0.231  -0.807  -1.868  0.43
H  -2.813  3.240  -1.993  0.41
H  -1.822  3.657  -0.531  0.40

structure (SMILES)	CC1=CC(C)=[NH+]/C1=C\CN
total charge	+1
HOMO-LUMO gap (spin up / spin down)	0.2611 / 0.2634	hartree

=====

The following is a DFT calculation (the ωB97M-V functional and the def2-TZVPD basis) of C8H13N3 as an isolated structure.

Each line ends with the natural charge from an NBO analysis.
Positions of all 24 atoms, in Å:
C  -1.100  -1.729  -0.034  -0.51
C  -1.381  -0.341  0.555  -0.09
C  -0.195  -0.296  2.561  -0.18
C  0.712  0.276  1.481  -0.51
C  -0.128  0.515  0.346  -0.13
C  0.377  0.795  -1.038  -0.01
C  1.441  1.295  -1.397  0.00
C  0.541  0.342  -3.216  0.19
H  -1.029  -1.910  -0.868  0.14
H  -1.996  -2.399  0.674  0.20
H  -0.042  -2.411  0.127  0.19
H  -2.283  0.246  0.193  0.22
H  -2.331  0.403  2.164  0.36
H  0.487  -1.622  2.684  0.17
H  -0.210  0.426  3.560  0.23
H  1.464  0.951  1.679  0.22
H  1.420  -0.490  1.284  0.20
H  -0.607  1.699  0.958  0.13
H  2.480  1.932  -0.825  0.22
H  2.307  1.415  -3.568  0.43
H  0.356  0.088  -4.190  0.19
N  -1.558  -0.509  1.917  -0.62
N  1.572  1.186  -2.794  -0.59
N  -0.299  0.138  -2.251  -0.44

HOMO-LUMO gap	0.3479	hartree

=====

The following is a DFT calculation (the ωB97M-V functional and the def2-TZVPD basis) of a 2-piece molecular cluster, C8H13N3O overall.

Each line ends with the natural charge from an NBO analysis.
Positions of all 25 atoms, in Å:
C  -0.321  1.259  -1.189  0.85
C  -0.392  -1.966  -2.737  -0.43
C  -0.097  -2.241  -1.453  -0.17
C  1.032  -1.674  -0.687  -0.05
C  2.070  -0.857  -1.324  -0.62
C  -1.483  0.589  1.940  -0.59
C  0.310  2.224  1.398  -0.60
C  -0.237  0.819  1.174  -0.04
N  1.404  -2.255  1.587  -0.06
N  1.159  -2.011  0.510  0.07
N  -0.325  0.529  -0.240  -0.55
O  -0.268  1.806  -2.207  -0.52
H  -1.269  -2.350  -3.261  0.21
H  0.208  -1.175  -3.207  0.19
H  -0.666  -2.946  -0.919  0.20
H  1.499  -0.036  -1.799  0.22
H  2.783  -1.302  -1.948  0.23
H  2.840  -0.346  -0.553  0.22
H  -1.986  -0.415  1.644  0.22
H  -1.222  0.726  2.903  0.21
H  -2.126  1.417  1.836  0.20
H  -0.447  2.942  1.535  0.20
H  0.769  2.427  0.455  0.21
H  0.908  2.257  2.193  0.21
H  0.465  0.158  1.586  0.19

HOMO-LUMO gap	0.3129	hartree

=====

The following is a DFT calculation (the ωB97M-V functional and the def2-TZVPD basis) of a 2-piece molecular cluster, C8H13N3O overall.

Each line ends with the natural charge from an NBO analysis.
Positions of all 25 atoms, in Å:
C  1.182  1.422  -1.581  0.12
C  -0.047  2.079  -1.497  -0.05
C  -0.740  1.493  -0.410  -0.09
C  0.047  0.389  -0.218  0.42
C  1.236  -3.303  1.623  0.43
C  -0.163  -1.414  1.027  0.52
C  -0.560  3.202  -2.363  -0.65
C  -1.836  2.086  0.358  -0.64
N  2.325  -3.990  1.591  -0.62
N  -1.431  -1.687  1.358  -0.67
N  0.952  -2.167  0.989  -0.61
O  1.247  0.320  -0.807  -0.45
H  1.992  1.671  -2.321  0.25
H  0.453  -3.467  2.385  0.24
H  -0.799  2.889  -3.380  0.26
H  -1.291  3.766  -1.825  0.24
H  0.256  3.909  -2.548  0.26
H  -1.598  1.807  1.390  0.23
H  -1.710  3.137  0.182  0.26
H  -2.807  1.741  0.102  0.25
H  2.360  -4.852  2.047  0.46
H  3.121  -3.830  0.863  0.47
H  -2.015  -0.885  1.168  0.46
H  -1.785  -2.550  1.624  0.43
H  1.614  -1.766  0.241  0.48

total charge	+2
HOMO-LUMO gap (spin up / spin down)	0.2294 / 0.2294	hartree

=====

The following is a DFT calculation (the ωB97M-V functional and the def2-TZVPD basis) of one molecule with the formula C8H13N3O2.

Each line ends with the natural charge from an NBO analysis.
Positions of all 26 atoms, in Å:
C  -2.053  -0.703  -0.010  -0.23
C  -0.880  -1.244  0.392  -0.15
C  -2.232  0.745  -0.395  0.28
C  -1.031  1.593  -0.196  -0.51
C  0.283  0.899  -0.499  -0.14
C  0.499  -0.589  0.473  0.18
C  0.585  -0.240  1.987  -0.62
C  1.552  -1.981  -1.403  -0.41
N  -3.430  1.108  -0.580  -0.62
N  1.562  -1.260  -0.118  -0.63
N  1.479  1.688  -0.231  0.50
O  2.559  1.209  -0.674  -0.43
O  1.430  2.719  0.471  -0.38
H  -2.898  -1.225  0.013  0.22
H  -0.744  -2.218  0.645  0.20
H  -1.188  2.505  -0.793  0.24
H  -0.922  1.867  0.961  0.25
H  0.233  0.643  -1.578  0.23
H  -0.007  0.644  2.316  0.23
H  1.543  -0.218  2.224  0.22
H  0.163  -0.957  2.670  0.23
H  1.681  -1.230  -2.190  0.18
H  2.487  -2.491  -1.281  0.21
H  0.592  -2.492  -1.314  0.21
H  -3.727  2.028  -0.805  0.35
H  2.464  -0.800  -0.085  0.40

structure (SMILES)	[H]/N=C1/C=C[C@@](C)(NC)[C@H]([N+](=O)[O-])C1
HOMO-LUMO gap	0.3210	hartree

=====

The following is a DFT calculation (the ωB97M-V functional and the def2-TZVPD basis) of one molecule with the formula C8H13N3O3.

Each line ends with the natural charge from an NBO analysis.
Positions of all 27 atoms, in Å:
C  1.516  -2.616  0.379  -0.35
C  0.216  -2.258  0.358  0.01
C  2.353  -1.583  -0.286  -0.04
C  2.236  -0.088  0.487  -0.05
C  -2.840  1.307  -0.847  -0.63
C  -0.620  1.690  0.409  -0.63
C  -1.116  -0.571  -0.806  -0.26
C  -1.709  0.537  -0.006  0.28
N  0.145  -1.002  -0.199  -0.26
N  1.378  -0.604  -0.634  -0.21
N  3.005  1.041  0.175  0.51
O  3.085  1.884  1.029  -0.40
O  3.399  1.146  -0.941  -0.38
O  -2.347  0.050  1.158  -0.74
H  2.096  -3.512  0.852  0.24
H  -0.607  -2.816  0.754  0.24
H  3.271  -1.844  -0.906  0.25
H  1.906  -0.206  1.483  0.23
H  -3.396  0.704  -1.461  0.21
H  -3.382  2.030  -0.222  0.22
H  -2.336  1.964  -1.592  0.20
H  0.163  1.572  -0.245  0.21
H  -0.307  1.443  1.451  0.21
H  -1.027  2.666  0.245  0.22
H  -1.975  -1.257  -0.674  0.23
H  -0.891  -0.321  -1.828  0.23
H  -2.214  0.644  1.868  0.48

structure (SMILES)	CC(C)(O)CN1C=C[C@@H]2[C@@H]([N+](=O)[O-])N21
HOMO-LUMO gap	0.3188	hartree

=====

The following is a DFT calculation (the ωB97M-V functional and the def2-TZVPD basis) of C8H13N3O6 as an isolated structure.

Each line ends with the natural charge from an NBO analysis.
Positions of all 30 atoms, in Å:
C  -0.342  1.120  1.910  -0.12
C  0.415  0.504  0.883  0.65
C  0.143  1.059  3.458  -0.52
C  0.436  -0.361  3.762  0.76
C  0.592  -0.646  -1.051  -0.13
C  1.274  0.416  -2.092  0.81
C  0.053  -1.613  -2.240  -0.54
C  -1.308  -1.257  -2.794  0.65
H  -1.864  -0.001  2.215  0.35
H  -2.516  1.297  2.243  0.37
H  -0.223  2.221  1.641  0.25
H  1.075  1.509  3.247  0.26
H  -0.660  1.658  4.115  0.26
H  1.940  -0.443  2.290  0.52
H  -1.085  -0.005  -0.438  0.46
H  1.411  -1.265  -0.827  0.26
H  0.928  -1.427  -3.089  0.33
H  0.119  -2.950  -2.069  0.27
H  -2.390  0.286  -3.523  0.41
H  -1.077  0.934  -2.642  0.41
H  2.462  0.410  -3.595  0.48
N  -1.816  0.731  1.619  -0.82
N  -0.156  -0.128  -0.042  -0.59
N  -1.649  0.138  -2.872  -0.89
O  1.674  0.776  0.818  -0.69
O  -0.227  -1.087  4.551  -0.57
O  1.558  -0.923  3.137  -0.72
O  1.003  1.530  -2.413  -0.58
O  -1.986  -2.193  -3.132  -0.57
O  2.213  -0.290  -3.069  -0.76

HOMO-LUMO gap	0.3828	hartree

=====

Calculated relative energy (zero: lowest compared OMol25 entry of this formula, charge and spin) in order - 502.5; 365.2; 941.8; 402.3; 372.6; 511.3; 551.4; 554.0 kJ/mol